Model a:
{
  "formula": "C6H12",
  "method": "wB97M-V/def2-TZVPD",
  "e_homo_ev": [-7.33, -6.75],
  "orbital_gap_ha": [0.3065, 0.2673],
  "species": ["C", "C", "C", "C", "C", "C", "H", "H", "H", "H", "H", "H", "H", "H", "H", "H", "H", "H"],
  "positions_angstrom": [[1.60, -0.37, 0.95], [1.02, -0.27, -0.43], [-0.32, 1.44, -0.13], [-1.36, 0.50, 0.48], [-1.40, -0.45, -0.67], [-0.07, -1.18, -0.86], [0.83, -0.50, 1.71], [2.18, 0.53, 1.19], [2.29, -1.23, 1.02], [1.72, 0.06, -1.19], [-0.85, 2.34, -0.49], [0.54, 1.82, 0.44], [-1.08, 0.10, 1.47], [-2.33, 0.99, 0.61], [-2.31, -1.04, -0.84], [-0.45, 0.88, -1.22], [-0.05, -2.04, -0.17], [0.03, -1.58, -1.87]]
}

***

Model b:
{
  "formula": "C6H12",
  "method": "wB97M-V/def2-TZVPD",
  "e_homo_ev": [-7.39, -6.84],
  "orbital_gap_ha": [0.2836, 0.2588],
  "species": ["C", "C", "C", "C", "H", "H", "H", "H", "H", "H", "H", "H", "C", "C", "H", "H", "H", "H"],
  "positions_angstrom": [[-1.21, -0.80, -0.17], [-1.70, 0.37, -0.82], [0.66, -0.78, -0.05], [1.14, -1.91, 0.58], [-1.52, -0.93, 0.86], [-1.32, -1.71, -0.74], [0.98, -0.70, -1.09], [-0.60, 1.35, -0.63], [-1.85, 0.34, -1.89], [-2.41, 1.01, -0.30], [1.69, -2.67, 0.05], [0.92, -2.09, 1.63], [0.99, 0.67, 0.67], [0.47, 1.81, -0.10], [0.01, 2.61, 0.47], [2.07, 0.68, 0.74], [0.57, 0.60, 1.68], [1.11, 2.16, -0.90]]
}

***

Model c:
{
  "formula": "C6H12",
  "method": "wB97M-V/def2-TZVPD",
  "smiles": "C=CC.C=CC",
  "e_homo_ev": -9.19,
  "orbital_gap_ha": 0.3747,
  "species": ["C", "C", "C", "H", "H", "H", "H", "H", "H", "C", "C", "C", "H", "H", "H", "H", "H", "H"],
  "positions_angstrom": [[2.76, 2.25, -0.20], [1.81, 1.68, 0.56], [2.16, 0.59, 1.63], [2.61, 3.02, -0.96], [3.62, 1.61, -0.10], [0.70, 1.85, 0.59], [1.59, -0.24, 1.48], [1.83, 0.97, 2.63], [3.24, 0.25, 1.33], [-2.56, -0.28, -1.62], [-1.76, -1.10, -0.90], [-2.33, -2.24, -0.09], [-2.24, 0.70, -1.91], [-3.34, -0.77, -2.12], [-0.67, -0.78, -0.82], [-2.71, -1.74, 0.88], [-1.57, -2.97, 0.23], [-3.13, -2.81, -0.62]]
}

***

Model d:
{
  "formula": "C6H12",
  "method": "wB97M-V/def2-TZVPD",
  "smiles": "C=CCCCC",
  "e_homo_ev": -9.45,
  "orbital_gap_ha": 0.3938,
  "species": ["C", "C", "C", "C", "C", "C", "H", "H", "H", "H", "H", "H", "H", "H", "H", "H", "H", "H"],
  "positions_angstrom": [[2.25, -0.28, -0.28], [1.15, -0.94, -0.62], [0.12, -1.44, 0.35], [-1.24, -0.71, 0.24], [-1.20, 0.78, 0.61], [-0.49, 1.71, -0.41], [2.48, -0.05, 0.76], [2.95, 0.10, -1.02], [0.94, -1.13, -1.67], [-0.06, -2.51, 0.18], [0.50, -1.35, 1.37], [-1.95, -1.23, 0.89], [-1.63, -0.81, -0.78], [-0.73, 0.87, 1.60], [-2.23, 1.12, 0.76], [0.41, 2.09, 0.07], [-0.16, 1.21, -1.33], [-1.12, 2.56, -0.72]]
}

***

Which structure is most stable? model d, by 230.7 kJ/mol over the runner-up.

***

Model a:
{
  "formula": "C5H15N3",
  "method": "wB97M-V/def2-TZVPD",
  "smiles": "CN=C(C)C.CNN",
  "e_homo_ev": -8.69,
  "orbital_gap_ha": 0.3544,
  "species": ["C", "N", "C", "C", "C", "H", "H", "H", "H", "H", "H", "H", "H", "H", "C", "N", "N", "H", "H", "H", "H", "H", "H"],
  "positions_angstrom": [[0.80, -1.66, -1.62], [1.05, -0.24, -1.69], [1.27, 0.41, -0.62], [1.26, -0.15, 0.76], [1.43, 1.90, -0.73], [-0.04, -1.91, -0.96], [1.67, -2.21, -1.25], [0.58, -2.02, -2.63], [0.15, -0.53, 1.13], [1.90, -1.03, 0.85], [1.56, 0.57, 1.51], [2.43, 2.19, -0.38], [1.31, 2.22, -1.76], [0.70, 2.42, -0.10], [-1.47, -0.34, 1.96], [-2.00, -0.44, 0.31], [-1.64, 0.60, -0.48], [-1.38, -1.39, 2.24], [-0.77, 0.33, 2.45], [-2.41, 0.00, 2.42], [-3.01, -0.48, 0.44], [-2.23, 1.43, -0.53], [-1.17, 0.32, -1.33]]
}

***

Model b:
{
  "formula": "C5H15N3",
  "method": "wB97M-V/def2-TZVPD",
  "e_homo_ev": [-6.73, -6.77],
  "orbital_gap_ha": [0.2803, 0.2818],
  "species": ["C", "C", "C", "C", "H", "H", "H", "H", "H", "H", "H", "H", "H", "H", "C", "N", "N", "N", "H", "H", "H", "H", "H"],
  "positions_angstrom": [[-1.14, 0.67, -0.01], [-1.88, 0.42, -1.29], [-0.66, 2.09, 0.17], [-0.55, -1.62, 0.75], [-1.70, 0.34, 0.86], [-2.12, -0.63, -1.43], [-1.30, 0.75, -2.15], [-2.82, 0.98, -1.27], [-1.53, 2.76, 0.20], [-0.14, 2.23, 1.12], [-0.01, 2.38, -0.65], [0.30, -2.30, 0.73], [-1.32, -1.95, 0.05], [-0.90, -1.45, 1.76], [1.63, 0.05, 0.71], [2.64, -0.95, 0.74], [0.51, -0.14, -0.34], [0.79, -0.57, -1.50], [1.49, -1.33, -1.44], [3.17, -1.01, -0.12], [2.30, -1.87, 1.01], [2.09, 1.01, 0.44], [1.14, 0.14, 1.67]]
}

***

Model c:
{
  "formula": "C5H15N3",
  "method": "wB97M-V/def2-TZVPD",
  "smiles": "CN[C@H](CN)CCN",
  "e_homo_ev": -8.17,
  "orbital_gap_ha": 0.3393,
  "species": ["C", "N", "C", "C", "N", "C", "C", "N", "H", "H", "H", "H", "H", "H", "H", "H", "H", "H", "H", "H", "H", "H", "H"],
  "positions_angstrom": [[0.54, 2.67, -0.68], [-0.46, 1.70, -0.24], [-0.16, 0.26, -0.12], [-1.55, -0.49, 0.07], [-2.34, -0.25, -1.16], [0.64, -0.17, 1.16], [1.71, -1.20, 0.76], [1.25, -2.64, 0.69], [1.07, 3.03, 0.21], [-0.02, 3.48, -1.17], [1.19, 2.38, -1.49], [-1.40, 1.90, -0.52], [0.30, -0.13, -1.03], [-2.13, 0.03, 0.90], [-1.14, -1.48, 0.38], [-3.32, -0.28, -1.01], [-2.04, -0.74, -1.94], [1.17, 0.70, 1.57], [-0.01, -0.58, 1.95], [2.14, -1.09, -0.24], [2.58, -1.20, 1.35], [0.29, -2.77, 0.64], [1.69, -3.09, -0.07]]
}

***

Which structure is most stable? model c, by 192.5 kJ/mol over the runner-up.